Formula: C16H32I2IrN5OP
Source: the Open Molecules 2025 dataset
Level of theory: wB97M-V/def2-TZVPD

* multiplicity: 5
* total charge: +3
* lowest unoccupied orbital energy (alpha / beta): -8.805 / -11.538 eV

Element x y z (Å)
Ir1 0.2512 0.4842 0.5425
I1 0.3832 1.4542 3.2109
C1 0.6898 3.3915 2.3628
I2 0.2955 3.3465 0.2706
H1 1.7281 3.6620 2.5181
H2 0.0158 4.0931 2.8415
C2 5.1927 -1.4695 0.0803
N1 4.4671 -0.3003 -0.4595
C3 5.1888 0.5866 -1.3951
C4 3.2473 -0.0842 -0.1565
N2 2.1287 0.1190 0.1218
H3 6.0891 -1.1155 0.5857
H4 5.4677 -2.1239 -0.7449
H5 4.5601 -2.0040 0.7829
H6 6.0715 0.9769 -0.8922
H7 4.5436 1.4057 -1.6992
H8 5.4863 0.0066 -2.2669
O1 -1.7867 0.3084 0.3037
P1 -3.2844 0.1797 0.1619
N3 -3.7037 0.2278 -1.3847
C5 -5.1011 0.1752 -1.8956
C6 -5.0033 0.8908 -3.2356
C7 -3.6259 0.4634 -3.7390
C8 -2.7488 0.5399 -2.4938
N4 -4.1917 1.1461 1.0630
C9 -4.5637 2.5005 0.5286
C10 -5.5413 3.0219 1.5688
C11 -4.9849 2.4562 2.8723
C12 -4.5792 1.0350 2.4960
N5 -3.6412 -1.4302 0.7627
C13 -3.7790 -2.5595 -0.1527
C14 -4.0254 -3.7693 0.7401
C15 -3.3396 -3.3797 2.0490
C16 -3.6419 -1.8856 2.1431
H9 -5.7944 0.6349 -1.1911
H10 -5.4067 -0.8637 -2.0449
H11 -5.0481 1.9723 -3.0931
H12 -5.8106 0.6056 -3.9058
H13 -3.2440 1.0965 -4.5363
H14 -3.6616 -0.5611 -4.1127
H15 -2.3517 1.5471 -2.3514
H16 -1.9235 -0.1712 -2.5048
H17 -4.9904 2.4212 -0.4690
H18 -3.6698 3.1277 0.4748
H19 -6.5445 2.6411 1.3729
H20 -5.5876 4.1086 1.5635
H21 -5.6987 2.4621 3.6925
H22 -4.1076 3.0258 3.1856
H23 -5.4267 0.3535 2.5914
H24 -3.7532 0.6679 3.1069
H25 -2.8386 -2.6211 -0.7223
H26 -4.5675 -2.3442 -0.8778
H27 -3.6250 -4.6794 0.3013
H28 -5.0970 -3.9108 0.8858
H29 -2.2611 -3.5362 1.9934
H30 -3.7180 -3.9176 2.9143
H31 -2.9550 -1.2870 2.7433
H32 -4.6594 -1.7170 2.5323